Computed, not measured: a structure of composition C3H4O5P2, with ωB97M-V with the def2-TZVPD basis set.

Its calculated total energy is -31993.925 eV. The lowest unoccupied orbital energy comes out at 0.244 hartree. The net charge is -2. Its multiplicity is 1. Its HOMO-LUMO gap is 6.419 eV.

CARTESIAN COORDINATES (ANGSTROEM)
C (-1.51911, -0.06608, -0.69124)
C (-1.45922, 0.38197, 0.73799)
C (-0.22038, 0.21286, -0.07187)
O (0.66238, -1.92538, 1.35105)
O (0.96786, -2.10945, -1.20398)
O (2.81793, 2.13978, 0.44972)
O (2.25068, -0.40174, 0.21727)
O (0.48976, 1.42221, -0.20114)
P (2.24305, 1.15597, -0.49043)
P (0.89423, -1.31215, 0.03755)
H (-1.78410, -1.08604, -0.87657)
H (-1.89208, 0.55085, -1.57592)
H (-1.73161, 1.38122, 0.82782)
H (-1.71937, -0.34402, 1.48975)